Entry 1:
C20H37O15S2 | ωB97M-V/def2-TZVPD

```
74
Properties=species:S:1:pos:R:3:forces:R:3:mulliken_charge:R:1
S 3.346 -2.567 1.590 -0.58 -0.81 2.58 0.3409
S 2.696 2.287 1.778 -0.31 -0.72 3.14 0.7917
O 3.257 1.697 3.094 -0.57 0.43 -2.03 -0.7525
O -1.024 -3.837 -5.707 -1.09 0.13 2.80 -0.6155
O -4.343 2.554 -0.225 -1.17 -0.41 -0.21 -0.4068
O -4.575 0.894 3.443 2.57 -2.01 -1.65 -0.6743
O -0.271 0.002 -0.628 -0.08 0.56 -0.05 0.2910
O 5.729 1.035 -1.401 -3.19 -0.40 -1.30 -0.6349
O -5.136 3.955 1.337 1.96 -1.28 -1.04 -0.6337
O 3.674 1.919 -1.315 -0.38 0.58 1.30 -0.4056
O -1.575 -4.519 -3.589 0.07 -2.27 -2.50 -0.3642
O 2.888 -2.639 3.097 0.70 0.36 -3.21 -0.6500
O -3.983 -0.546 1.825 -1.23 -0.63 -1.12 -0.3876
O -2.504 -0.007 3.306 1.79 -0.38 0.55 -0.3943
O 3.926 0.201 -2.620 1.99 -0.84 0.84 -0.3967
O -1.290 -2.419 -3.953 0.41 0.50 -1.44 -0.4035
O -2.997 3.229 1.388 -0.14 1.16 0.49 -0.4301
C 2.123 -1.677 0.607 -0.28 0.76 0.65 0.3982
C 2.968 4.078 2.029 -1.25 -0.24 -0.46 -1.1023
C 2.531 0.456 -2.634 0.65 -1.09 -1.80 -0.2257
C -3.206 1.768 -0.341 1.97 -0.34 -4.34 1.3340
C -1.034 -4.743 -1.352 -1.56 1.22 0.30 -1.3026
C -1.314 -3.637 -4.529 1.64 0.81 -2.74 0.5794
C 2.373 1.404 -1.531 -2.11 1.89 -0.20 1.9032
C -1.406 -2.546 -2.563 -0.42 1.65 0.83 0.7145
C -2.688 1.907 -1.836 -0.38 -0.16 -0.03 -1.8245
C -2.227 2.402 0.598 0.64 -2.98 -0.29 0.9175
C -1.866 -3.921 -2.383 0.31 -2.44 2.01 0.6288
C 4.534 1.041 -1.736 3.87 -0.79 -0.06 0.4925
C 1.537 2.564 -2.039 -0.70 -0.33 0.48 -1.6423
C -1.790 -0.911 2.437 0.84 -1.28 -0.50 1.8248
C -2.891 -1.405 1.492 -0.55 0.40 0.44 0.0597
C -4.228 3.283 0.862 -3.01 2.76 2.19 0.4146
C -3.730 0.162 2.886 -3.53 2.96 2.71 0.6450
C -1.020 -2.088 3.155 -1.51 1.96 -0.28 -1.4021
C 0.791 2.153 1.994 0.90 0.78 -0.57 -0.6878
C 4.653 -1.334 1.521 0.20 1.13 0.73 -0.6845
H -1.415 -5.764 -1.374 0.46 -0.03 0.12 0.3604
H -2.940 -4.066 -2.263 -0.10 0.26 0.57 0.2936
H 1.978 -0.481 -2.566 -0.04 0.18 0.23 0.0584
H 0.436 1.331 1.373 0.27 -0.30 -0.07 -0.3197
H 5.445 -1.589 2.225 0.04 -0.74 -0.29 0.3856
H -2.151 -1.807 -2.267 0.46 0.11 0.48 -0.1927
H -1.733 -2.798 3.575 0.01 -0.28 -0.34 0.4218
H 0.516 2.185 -2.099 -0.13 0.22 -0.12 0.3105
H 1.545 3.422 -1.367 0.09 0.03 -0.06 0.1886
H 2.427 4.358 2.933 0.25 -0.01 0.10 0.3641
H 4.021 4.355 2.061 -0.10 -0.45 0.00 0.3599
H 2.380 0.910 -3.614 -0.56 -0.02 -0.05 0.3661
H 0.308 3.044 1.593 0.19 0.20 -0.04 0.4234
H -1.442 2.807 -0.041 0.22 0.75 0.88 0.3282
H 4.338 -0.389 1.964 -0.72 0.14 -0.07 0.0979
H 1.890 0.902 -0.692 0.31 0.26 0.47 -0.5950
H -0.486 -1.687 4.017 0.54 -0.06 -0.41 0.3714
H 2.471 4.550 1.181 0.13 0.29 -0.09 0.2887
H -2.293 2.872 -2.156 -0.41 0.66 0.70 0.4003
H -1.246 -4.288 -0.385 -0.05 -0.26 0.34 0.2726
H 2.678 -1.235 -0.220 -0.28 0.00 -0.07 -0.1191
H -0.403 -2.472 2.343 0.27 -0.42 0.57 0.2874
H -1.902 1.536 1.174 0.96 0.63 0.33 -0.6163
H -1.082 -0.392 1.792 0.21 0.54 0.37 -1.0375
H -1.841 1.279 -2.113 -0.40 -0.68 0.46 0.3691
H 5.066 -1.090 0.542 -0.14 -0.52 -0.17 0.3104
H -3.506 1.696 -2.525 -0.08 -0.19 0.02 0.4541
H -3.361 0.696 -0.222 -0.50 0.28 0.50 -0.2555
H 0.486 2.047 3.035 0.56 -0.08 0.07 0.5371
H -0.460 -2.432 -2.034 0.05 0.74 -0.26 -0.4123
H -3.193 -2.416 1.765 0.02 -0.19 -0.51 0.3768
H 0.042 -4.630 -1.486 -0.13 -0.26 -0.46 0.3828
H 1.854 2.821 -3.049 0.09 0.34 0.17 0.5141
H 1.676 -0.919 1.250 0.43 0.48 0.01 -0.2567
H -0.474 0.826 -1.112 0.21 -0.84 0.53 -0.9132
H 1.219 -2.188 0.275 0.52 -0.71 -0.18 0.0234
H -2.776 -1.189 0.430 0.84 -0.73 0.06 -0.1429
```
Forces are in eV/Å.

Calculated total energy   -2709.2159 Eh
Kohn-Sham gap   8.03 eV
HOMO level   -5.81 eV
Energy relative to the best compared isomer or geometry (same formula, charge and spin)   0.000 eV
Net charge   -1

Entry 2:
C20H37Si | ωB97M-V/def2-TZVPD

```
58
Properties=species:S:1:pos:R:3:forces:R:3:nbo_charge:R:1
Si -0.417 -1.752 -1.142 -1.98 -2.65 -1.08 2.0212
C -2.124 -1.085 -1.505 0.49 1.27 -0.12 -0.9717
C 0.568 4.960 1.042 0.01 -0.29 0.26 -0.2084
C -1.202 5.657 2.640 -0.37 0.18 0.26 -0.6300
C -2.895 -0.537 -0.293 0.02 0.08 -0.01 -0.3996
C 0.972 -3.569 0.575 -0.14 0.07 0.01 -0.3999
C 1.400 2.695 0.968 -0.34 0.27 0.48 0.0359
C 0.875 -4.637 1.658 0.17 0.05 0.00 -0.6067
C 0.586 1.025 2.741 0.00 -0.49 0.55 -0.6304
C -0.407 -2.935 0.304 0.59 1.02 0.86 -0.9822
C -0.439 -3.692 -3.201 -0.45 -0.08 0.42 -0.3883
C 0.367 -2.471 -2.693 1.40 1.24 -0.05 -0.9627
C 1.419 4.020 0.477 0.09 -0.33 0.19 -0.0113
C 2.877 0.502 0.845 0.21 -0.39 0.27 -0.6080
C 0.581 2.367 2.074 0.40 0.34 -0.31 -0.0311
C -0.245 3.331 2.630 0.14 0.55 -0.35 -0.2179
C -0.284 4.616 2.095 0.28 0.27 -0.25 0.0043
C -4.334 -0.137 -0.617 -0.05 0.03 0.06 -0.6079
C 2.028 1.582 0.174 0.14 0.58 -0.18 -0.4351
C 2.343 4.477 -0.626 0.11 0.55 -0.24 -0.6432
C 0.161 -4.307 -4.469 0.03 0.12 0.12 -0.6012
H -4.374 0.639 -1.384 0.05 -0.14 -0.05 0.2154
H -0.099 1.051 3.593 0.04 -0.03 -0.11 0.2250
H -0.644 6.526 3.016 -0.15 -0.22 0.00 0.2280
H 0.465 -4.212 2.577 -0.07 -0.10 -0.05 0.2134
H -1.475 -3.380 -3.403 0.27 -0.15 0.06 0.2087
H -2.029 -0.334 -2.313 -0.15 -0.05 0.34 0.2628
H -2.348 0.331 0.092 -0.12 -0.09 0.05 0.2132
H -1.877 6.025 1.854 0.08 -0.10 0.26 0.2236
H -4.924 -0.999 -0.943 0.10 0.09 -0.08 0.2119
H 1.434 -2.719 -2.533 -0.46 -0.16 0.06 0.2646
H -0.824 -2.441 1.209 0.37 -0.21 -0.35 0.2690
H 0.261 0.180 2.123 0.05 0.10 -0.26 0.1828
H 1.348 -4.017 -0.355 0.02 0.08 0.16 0.2033
H 3.404 4.433 -0.347 -0.24 -0.16 0.06 0.2268
H 1.678 -2.775 0.864 -0.13 -0.28 -0.04 0.2113
H 1.119 1.117 -0.197 -0.28 -0.59 -0.76 0.1702
H 2.139 5.537 -0.863 0.05 -0.48 0.10 0.2255
H 0.595 5.983 0.651 -0.16 -0.34 0.22 0.2119
H 0.239 -5.459 1.318 -0.02 0.05 0.14 0.2114
H -1.166 -3.702 0.075 0.05 0.19 -0.45 0.2880
H -4.835 0.274 0.262 0.12 -0.08 0.01 0.2318
H -0.449 -5.161 -4.775 0.08 0.10 0.03 0.2347
H 2.228 3.924 -1.561 -0.05 -0.05 0.05 0.2114
H 1.178 -4.671 -4.277 -0.20 0.18 -0.17 0.2172
H 1.854 -5.053 1.903 -0.04 0.03 -0.08 0.2324
H -2.663 -1.905 -2.006 0.31 -0.27 0.24 0.2843
H 0.418 -1.681 -3.462 -0.24 -0.27 0.12 0.2617
H 0.158 -3.581 -5.292 0.16 -0.18 0.18 0.2180
H -2.897 -1.292 0.501 -0.01 0.10 -0.04 0.2031
H 3.227 0.770 1.863 -0.13 -0.12 -0.72 0.2272
H 2.282 -0.435 0.922 0.57 0.45 0.15 0.1787
H -0.858 3.084 3.494 0.03 0.07 -0.15 0.2077
H 1.567 0.754 3.150 -0.22 0.09 -0.16 0.2266
H 3.752 0.302 0.211 -0.16 -0.10 0.34 0.2225
H -0.478 -4.461 -2.413 -0.04 0.19 -0.18 0.2088
H 2.560 2.018 -0.685 -0.24 -0.31 0.34 0.2262
H -1.795 5.222 3.454 0.01 0.35 -0.14 0.2148
```
Forces are in eV/Å.

Calculated total energy   -1073.4800 Eh
Kohn-Sham gap   4.71 eV
HOMO level   -10.63 eV
Net charge   +1